The following is a quantum chemistry calculation of a cluster of 2 separate species, C24H24F2NO4 in total at a distorted geometry, from OMol25.

Structure (XYZ):
```
55
Properties=species:S:1:pos:R:3
H -1.5161 0.3441 0.8514
C -1.9239 -0.2785 1.7109
H -1.2016 -1.0985 1.8551
C -1.9828 0.4994 3.0020
C -0.7649 0.9136 3.7702
O -0.8120 1.5960 4.7806
O 0.3566 0.4311 3.2244
C 1.5396 0.8960 3.9188
C 2.6751 0.2671 3.1594
C -3.1526 0.7695 3.6055
N -4.3327 0.2718 3.1252
C -4.3718 -0.5760 2.0533
C -3.2550 -0.9053 1.3816
C -3.4201 -2.0140 0.3854
O -4.5044 -2.4772 0.0764
O -2.2440 -2.4297 -0.0955
C -2.4049 -3.4397 -1.1216
C -0.9958 -3.7622 -1.5381
H 1.5747 1.9940 3.8866
H 1.5158 0.5821 4.9720
H 3.6480 0.6186 3.5042
H 2.6242 -0.8247 3.2770
H 2.5658 0.5062 2.0941
H -3.2224 1.3495 4.5203
H -5.1816 0.4195 3.6638
H -5.3449 -0.9939 1.8165
H -2.9337 -4.3157 -0.7193
H -2.9995 -3.0284 -1.9496
H -0.9613 -4.4419 -2.3903
H -0.4809 -2.8297 -1.8039
H -0.4671 -4.2209 -0.6901
F 5.0301 1.0686 0.4176
C 4.0068 1.8604 -0.0597
C 4.0443 3.2174 0.2476
C 3.0735 4.0385 -0.3510
C 2.0843 3.4921 -1.1450
C 1.9955 2.0874 -1.3887
C 0.8649 1.5942 -2.0889
C 0.8037 0.5624 -3.0543
C -0.1707 0.6748 -4.0942
C -0.4425 -0.3659 -4.9574
C 0.2239 -1.5982 -4.8247
C 1.2392 -1.6719 -3.8738
F 1.9350 -2.8598 -3.7719
C 1.5991 -0.6211 -3.0465
C 3.0231 1.2691 -0.8370
H 4.8346 3.6224 0.8785
H 3.0935 5.1130 -0.1576
H 1.2974 4.1258 -1.5691
H -0.0611 2.2068 -1.9862
H -0.7428 1.6097 -4.1493
H -1.1982 -0.2533 -5.7371
H 0.0189 -2.4400 -5.4810
H 2.4296 -0.7429 -2.3627
H 2.9922 0.1883 -0.9339
```

The HOMO energy is -9.91 eV. Its charge is +1.